ORCA calculation (ωB97M-V with the def2-TZVPD basis set) on one molecule with the formula C6H15NS at a distorted geometry.

Geometry as XYZ:
```
23
Properties=species:S:1:pos:R:3:forces:R:3
C 1.651460 3.153062 1.373818 0.234 0.363 -0.531
C 1.369011 2.132816 0.268998 -0.422 0.826 0.336
N 0.971447 0.843895 0.768449 -0.594 0.089 -0.158
C 2.045602 0.136965 1.463924 -0.804 0.091 0.397
C 0.281302 0.035893 -0.230055 1.060 -0.903 0.452
C -0.520421 -1.113390 0.408991 -0.017 0.268 0.307
C -1.909235 -1.276294 -0.174630 -0.237 -0.295 0.117
S -1.853710 -2.000104 -1.850634 0.243 0.151 0.011
H 0.767361 3.706375 1.622006 -0.752 -0.080 0.499
H 2.075647 2.707388 2.266512 0.100 -0.006 0.089
H 2.305738 3.949011 1.004477 0.327 -0.302 0.034
H 2.223112 2.101718 -0.380205 0.910 -0.374 -0.558
H 0.573161 2.542692 -0.355273 -0.149 -0.146 0.033
H 1.754142 0.037523 2.512099 0.362 -0.023 0.139
H 2.167783 -0.880132 1.092263 0.195 0.016 -0.256
H 2.978610 0.694210 1.399821 0.161 -0.146 -0.032
H 1.045969 -0.467128 -0.840393 -0.074 0.263 -0.551
H -0.317489 0.674468 -0.872778 -0.199 -0.009 0.061
H 0.042336 -2.048585 0.360321 -0.070 -0.066 -0.226
H -0.620814 -0.931920 1.484224 -0.114 0.242 -0.091
H -2.500740 -1.946390 0.445286 -0.036 0.017 0.076
H -2.412337 -0.310999 -0.202299 0.012 0.015 -0.092
H -3.038872 -1.544956 -2.257617 -0.136 0.009 -0.056
```
Positions in Å, forces in eV/Å.

Properties
- E (Eh) = -690.5152
- M (g mol⁻¹) = 133.3
- 2S+1 = 1
- structure (SMILES) = CCN(C)CCCS
- E_HOMO (eV) = -8.2266
- LUMO (Ha) = 0.0354
- HOMO-LUMO gap (eV) = 9.19
- energy relative to the best compared isomer or geometry (same formula, charge and spin) (kcal/mol) = 16.5



ORCA calculation (ωB97M-V with the def2-TZVPD basis set) on one molecule with the formula C6H9NO at a distorted geometry.

Geometry as XYZ:
```
17
Properties=species:S:1:pos:R:3:forces:R:3
C 0.451578 -1.577721 1.887576 0.721 0.083 -0.631
C 1.061319 -0.417813 1.617711 0.051 0.921 1.161
C 1.109170 0.447762 0.379804 1.815 -1.668 1.532
O 1.771986 1.479805 0.360099 -1.188 -1.058 -0.090
C 0.598342 -0.265476 -0.793522 -2.247 2.878 -0.746
C -0.836009 -0.678575 -0.922088 -0.414 -0.315 -0.557
C -0.578564 0.745299 -1.313326 -0.304 -1.149 -1.795
N -1.261788 1.795341 -0.603115 1.603 -0.272 1.224
H 0.638633 -2.076011 2.833841 -0.093 0.206 -0.002
H -0.095021 -2.165057 1.160524 -0.184 0.257 -0.023
H 1.667359 0.027963 2.402391 -0.096 -0.015 0.182
H 1.334022 -0.649282 -1.494445 -0.179 0.466 -0.105
H -1.052298 -1.361556 -1.739271 0.209 -0.038 0.061
H -1.504439 -0.863695 -0.087307 0.347 0.273 0.185
H -0.470141 0.953750 -2.375313 -0.059 -0.373 -0.077
H -0.633031 2.572675 -0.396197 -0.727 -0.055 -0.224
H -2.201119 2.032592 -0.917362 0.744 -0.140 -0.097
```
Positions in Å, forces in eV/Å.

Properties
- E (Eh) = -363.9206
- M (g mol⁻¹) = 111.1
- 2S+1 = 1
- structure (SMILES) = C=CC(=O)[C@H]1C[C@H]1N
- E_HOMO (eV) = -9.1877
- LUMO (Ha) = 0.0109
- HOMO-LUMO gap (eV) = 9.48
- energy relative to the best compared isomer or geometry (same formula, charge and spin) (kcal/mol) = 65.0



ORCA calculation (ωB97M-V with the def2-TZVPD basis set) on a 2-piece molecular cluster, C2H4N2S overall at a distorted geometry.

Geometry as XYZ:
```
9
Properties=species:S:1:pos:R:3:forces:R:3
C -1.469632 -0.286587 0.783482 1.559 -0.191 -0.172
C 0.567870 -0.062094 0.012300 -2.700 0.632 -0.618
N -2.548244 -0.610464 1.060624 0.322 0.201 -0.146
N 0.369300 -0.419832 -1.315479 0.108 1.860 1.061
S 1.019946 1.593898 0.372387 -0.357 0.593 -2.964
H 1.028535 -0.742129 0.641887 0.462 -1.530 1.018
H -0.032536 -1.334558 -1.438864 -0.023 -0.124 0.085
H -0.214308 0.315096 -1.734431 0.378 -0.736 -0.288
H 1.279071 1.546670 1.618093 0.251 -0.705 2.024
```
Positions in Å, forces in eV/Å.

Properties
- E (Eh) = -586.2076
- M (g mol⁻¹) = 88.1
- 2S+1 = 1
- E_HOMO (eV) = -9.8474
- LUMO (Ha) = -0.0070
- HOMO-LUMO gap (eV) = 9.66
- energy relative to the best compared isomer or geometry (same formula, charge and spin) (kcal/mol) = 54.5



ORCA calculation (ωB97M-V with the def2-TZVPD basis set) on a 8-piece molecular cluster, C41H53F21NO17S overall at a distorted geometry.

Geometry as XYZ:
```
134
Properties=species:S:1:pos:R:3:forces:R:3
C 2.539089 -0.403423 2.328485 0.415 1.571 -0.325
C 3.112476 0.888517 1.778451 -0.570 -1.864 0.990
C 3.990126 1.798458 2.825848 -1.613 1.331 0.602
C 3.676733 3.414882 2.737262 0.451 2.591 -1.001
C 4.458364 4.376259 1.624904 -3.221 2.027 3.169
C 4.113778 5.992263 1.644088 -1.464 -1.504 2.048
C 4.848121 7.089513 0.628211 4.776 1.111 -1.265
O 6.183118 7.203530 0.527467 -9.456 -0.892 0.747
O 3.929009 7.945378 -0.168008 1.496 -3.136 2.816
C 3.032313 6.618965 2.721022 1.722 -4.946 0.269
S 2.622478 8.448127 2.842804 0.217 -1.339 0.009
C 2.313778 5.505461 3.739573 1.745 0.714 -1.170
C 1.197912 6.150627 4.799186 0.774 -0.640 -0.935
C -0.130925 6.504671 3.855645 0.207 1.222 0.973
O -1.212835 5.522377 4.025294 2.300 0.408 -1.903
C -1.235141 4.519242 2.949492 -1.681 -1.009 -1.628
C -2.782719 4.451177 2.329830 0.124 -0.705 0.371
N 2.648915 4.012177 3.704060 1.725 3.254 -2.701
H 3.082275 -1.441190 2.207340 -2.003 1.938 -1.326
H 1.510298 -0.388290 2.915497 3.106 0.142 0.327
H 2.906424 1.142703 0.649981 2.064 -0.874 1.991
H 3.760424 1.432411 3.930459 0.586 0.970 -2.670
H 5.156490 1.668319 2.684664 -2.525 0.140 -0.144
H 5.228056 3.930864 0.864068 -1.702 0.908 1.767
H 2.975452 7.713791 0.070192 1.790 0.302 -0.289
H 3.526173 9.132087 3.671303 -0.284 -1.425 -0.614
H 0.938986 5.404993 5.663843 0.422 1.327 -1.815
H 1.652633 7.144568 5.276213 -0.885 -2.331 -1.286
H -0.483901 7.581264 4.231767 0.410 -2.565 -0.753
H 0.235599 6.657581 2.754878 -0.938 -0.568 1.948
H -0.981967 3.420565 3.300557 -0.345 2.321 -0.245
H -0.536339 4.748539 2.039337 -1.010 -0.037 1.894
H -3.488525 3.930908 3.135320 1.457 1.398 -1.732
H -3.192441 5.500270 2.004840 0.913 -1.994 0.846
H -2.806291 3.757372 1.381940 0.229 1.314 1.818
H 2.131698 3.390467 4.395126 1.011 0.989 -1.294
C 5.497772 3.354109 8.837067 -0.119 0.145 -0.339
C 5.164678 1.917612 9.194227 0.814 0.388 0.528
O 3.984747 1.486554 8.499102 -0.499 -1.016 -2.160
C 4.165940 1.063936 7.205714 3.052 0.906 1.483
O 5.255422 1.044056 6.639666 -2.862 -0.127 0.638
C 2.843766 0.589825 6.605862 -2.253 -1.151 -0.227
F 1.806961 1.435858 6.876912 1.128 -0.359 -0.195
F 2.471011 -0.631596 7.085934 0.782 1.295 -0.333
F 2.886492 0.467980 5.249202 0.181 0.075 1.350
H 4.638228 4.006396 9.022436 0.124 -0.109 0.150
H 6.347782 3.712146 9.424868 -0.138 -0.096 -0.061
H 5.746126 3.449520 7.775414 0.104 -0.082 0.153
H 4.945340 1.848261 10.264836 -0.285 -0.133 -0.329
H 6.006387 1.244910 8.993808 -0.289 0.079 -0.182
C 2.073142 -3.181687 -3.440580 0.369 0.071 -0.003
C 1.352934 -3.555785 -2.158633 -0.529 0.377 -0.734
O 2.244496 -4.232003 -1.259135 1.460 0.711 1.707
C 3.060406 -3.430023 -0.500577 -1.959 1.807 -2.032
O 3.060682 -2.203597 -0.561040 0.434 -2.706 0.632
C 3.916424 -4.273751 0.441816 1.724 -1.461 1.285
F 4.461683 -5.364041 -0.173136 -0.741 1.362 0.230
F 3.197101 -4.754492 1.496685 0.168 0.661 -0.954
F 4.960684 -3.581467 0.977969 -1.208 -0.212 -0.721
H 2.537991 -4.063781 -3.892779 -0.194 0.083 0.045
H 1.378397 -2.739002 -4.160006 0.039 -0.090 0.133
H 2.875857 -2.463260 -3.247187 -0.193 -0.034 -0.009
H 0.541059 -4.254652 -2.385711 0.327 -0.095 0.293
H 0.899794 -2.680891 -1.678640 0.294 -0.155 0.071
C -7.647675 6.995725 -0.908088 0.040 -0.188 -0.336
C -7.065987 6.435592 0.376408 -0.173 0.923 -0.043
O -6.997167 5.002844 0.315223 1.553 -1.495 -0.679
C -5.911129 4.477536 -0.339655 0.238 3.381 -0.078
O -5.031148 5.158604 -0.858845 -1.718 -2.121 1.077
C -5.938868 2.951387 -0.286316 -0.321 -2.521 -0.019
F -7.174496 2.435636 -0.553582 1.044 0.843 0.177
F -5.587290 2.474257 0.942514 -0.173 0.819 -0.862
F -5.086860 2.370685 -1.177420 -0.518 1.193 0.831
H -8.617886 6.536650 -1.123953 0.082 0.134 0.159
H -7.776728 8.079306 -0.834515 0.021 -0.158 0.045
H -6.997604 6.781578 -1.762161 -0.007 0.113 0.166
H -7.723461 6.686103 1.215511 0.112 -0.420 -0.101
H -6.083048 6.866915 0.597677 -0.075 -0.292 -0.155
C -5.984095 -1.211886 -1.378840 -0.005 -0.371 -0.075
C -6.209680 -0.222649 -2.506918 -0.189 0.327 0.776
O -5.703601 -0.746046 -3.744330 -0.785 -1.185 -1.569
C -6.528487 -1.613937 -4.415610 -1.721 0.878 2.740
O -7.638680 -1.950646 -4.013272 2.602 0.484 -1.464
C -5.889436 -2.052057 -5.731821 1.177 -1.059 -2.149
F -4.570551 -2.378158 -5.596147 -1.223 0.391 0.296
F -5.941382 -1.071562 -6.679036 -0.134 -0.476 1.064
F -6.493324 -3.143332 -6.281034 0.260 1.145 0.947
H -4.927260 -1.491003 -1.316810 -0.092 0.174 0.024
H -6.294685 -0.784540 -0.421173 0.027 -0.003 -0.141
H -6.547552 -2.135354 -1.545015 -0.029 0.193 0.055
H -5.654956 0.698928 -2.301738 -0.050 -0.466 -0.482
H -7.266710 0.051703 -2.599585 0.169 -0.241 -0.154
C 4.690356 -8.246622 -0.210064 0.110 -0.374 -0.195
C 3.948345 -8.186956 1.112017 0.582 0.550 -0.139
O 2.888885 -9.155493 1.138966 -0.144 -1.885 0.590
C 3.251541 -10.438757 1.464552 2.853 1.645 0.170
O 4.403211 -10.779250 1.720478 -2.964 0.324 -0.540
C 2.025852 -11.349186 1.503939 -2.054 -1.831 -0.100
F 1.190221 -11.156702 0.441452 1.021 0.150 0.793
F 1.270411 -11.144901 2.621464 0.944 0.195 -0.766
F 2.344807 -12.674112 1.497869 0.182 1.561 0.015
H 3.994676 -8.132745 -1.047751 0.062 0.137 0.150
H 5.445279 -7.457233 -0.266378 -0.131 -0.194 0.037
H 5.188764 -9.212360 -0.339797 -0.014 0.152 0.125
H 3.481568 -7.202898 1.225469 -0.221 -0.455 0.018
H 4.625688 -8.322021 1.962977 -0.180 -0.237 -0.161
C 9.068412 -1.584417 -1.478354 -0.076 0.145 -0.340
C 8.735318 -3.020915 -1.121194 0.663 0.338 0.391
O 7.555386 -3.451972 -1.816318 -0.411 -0.869 -1.708
C 7.736579 -3.874590 -3.109707 3.158 0.768 0.919
O 8.826061 -3.894470 -3.675755 -2.967 -0.137 0.953
C 6.414406 -4.348702 -3.709559 -2.095 -0.860 -1.386
F 5.377600 -3.502668 -3.438508 1.058 -0.406 0.044
F 6.041651 -5.570122 -3.229486 0.680 1.036 -0.094
F 6.457131 -4.470546 -5.066219 0.437 0.298 1.520
H 8.208867 -0.932130 -1.292985 0.107 -0.113 0.119
H 9.918421 -1.226380 -0.890553 -0.113 -0.094 -0.052
H 9.316765 -1.489006 -2.540007 0.072 -0.081 0.176
H 8.515979 -3.090265 -0.050585 -0.283 -0.137 -0.296
H 9.577026 -3.693616 -1.321613 -0.274 0.088 -0.189
C -8.413007 -1.660932 -8.893803 -0.175 0.004 -0.317
C -9.065209 -1.492521 -7.534277 0.684 -0.473 -0.037
O -10.242200 -0.676936 -7.638003 -1.955 -0.345 -0.327
C -11.386467 -1.316479 -8.045349 2.277 -2.434 0.074
O -11.440649 -2.512559 -8.317809 -0.409 2.959 0.540
C -12.565873 -0.346222 -8.064023 -2.145 1.622 -0.290
F -12.252590 0.855550 -8.631301 0.134 -1.202 0.434
F -13.019349 -0.065287 -6.808347 0.720 -0.523 -0.835
F -13.637953 -0.822687 -8.757438 1.405 0.055 0.652
H -8.210301 -0.685294 -9.347341 0.070 -0.092 0.166
H -7.473168 -2.213488 -8.806634 -0.142 0.086 0.041
H -9.069876 -2.201349 -9.582544 0.098 -0.025 0.177
H -8.376860 -0.971932 -6.860270 -0.470 0.154 -0.121
H -9.296894 -2.459664 -7.073707 -0.177 0.216 -0.169
```
Positions in Å, forces in eV/Å.

Properties
- E (Eh) = -5422.5558
- total charge = +1
- M (g mol⁻¹) = 1262.9
- 2S+1 = 1
- E_HOMO (eV) = -10.5521
- LUMO (Ha) = -0.1869
- HOMO-LUMO gap (eV) = 5.47



Question: The highest HOMO-LUMO gap belongs to which entry?
Answer: C2H4N2S



Question: Among the records above, which one has the lowest E_HOMO?
Answer: C41H53F21NO17S